C3H6ClNO2 in the gas phase. Source: the Open Molecules 2025 dataset; level of theory: ωB97M-V/def2-TZVPD.

Geometry as ORCA input:
```
! RIJCOSX wB97M-V def2-TZVPD def2/J DEFGRID3
* xyz 0 1
C 1.322 -0.198 -0.363
C -0.059 -0.128 0.220
C -1.149 -0.172 -0.808
Cl -0.204 -1.688 1.527
N -0.273 0.926 1.227
O -1.352 1.009 1.751
O 0.721 1.574 1.494
H 2.107 -0.204 0.292
H 1.689 0.543 -1.133
H 1.482 -1.116 -0.904
H -2.034 0.249 -0.448
H -1.435 -1.223 -1.181
H -0.814 0.427 -1.674
*
```

Results
- E_HOMO: -11.14 eV
- E: -21312.3137 eV
- Largest force on an atom: 0.0551 Eh/bohr
- Energy above the lowest of the compared OMol25 structures with the same formula, charge and spin: 87.8 kcal/mol
- SMILES: CC(C)(Cl)[N+](=O)[O-]
- Orbital gap: 10.33 eV

What are the natural (NBO) partial charges on each atom? They are as follows, in elementary charge units:
1. C -0.68
2. C 0.24
3. C -0.68
4. Cl -0.14
5. N 0.48
6. O -0.34
7. O -0.36
8. H 0.25
9. H 0.24
10. H 0.24
11. H 0.25
12. H 0.26
13. H 0.23


A molecular structure, C20H29N6O5PPdS. Source: the Open Molecules 2025 dataset; level of theory: ωB97M-V/def2-TZVPD.

Geometry as ORCA input:
```
! RIJCOSX wB97M-V def2-TZVPD def2/J DEFGRID3
* xyz -2 3
Pd -0.854 -0.399 -0.103
O -1.564 -4.606 0.330
C -1.197 -3.470 0.224
N -0.767 -2.377 0.102
C -0.749 2.307 -4.933
C 0.021 1.685 -3.772
C 0.981 0.617 -4.271
C 0.779 2.745 -2.981
O -0.916 0.972 -2.925
P -1.841 1.693 -1.820
O -2.387 3.003 -2.236
O -1.105 1.626 -0.484
O -2.956 0.515 -1.820
C -4.232 0.627 -1.163
C -5.196 1.289 -2.143
C -4.638 -0.811 -0.870
C -4.153 1.426 0.136
H -0.055 2.800 -5.616
H -1.469 3.031 -4.553
H -1.284 1.526 -5.479
H 1.711 1.045 -4.958
H 0.426 -0.171 -4.786
H 1.514 0.180 -3.426
H 1.552 3.191 -3.611
H 1.257 2.284 -2.118
H 0.100 3.527 -2.639
H -5.262 0.696 -3.057
H -4.826 2.283 -2.395
H -6.192 1.371 -1.702
H -4.631 -1.393 -1.793
H -5.638 -0.847 -0.434
H -3.926 -1.258 -0.173
H -3.860 2.457 -0.065
H -3.424 0.979 0.814
H -5.134 1.424 0.617
S -0.826 -0.125 2.085
C 2.077 -2.583 -2.119
C 2.630 -1.288 -1.635
N 1.971 -0.419 -0.902
C 2.837 0.626 -0.692
C 4.029 0.385 -1.305
N 3.891 -0.845 -1.904
C 4.955 -1.562 -2.607
N 5.623 -0.785 -3.577
N 6.837 -0.150 -3.263
N 7.203 0.501 -4.363
C 6.290 0.315 -5.337
C 6.229 0.784 -6.673
C 5.122 0.411 -7.443
C 4.104 -0.395 -6.949
C 4.147 -0.881 -5.615
C 5.241 -0.510 -4.855
H 1.066 -2.673 -1.723
H 2.662 -3.435 -1.769
H 2.041 -2.619 -3.211
H 2.538 1.486 -0.113
H 4.944 0.944 -1.400
H 4.498 -2.436 -3.077
H 5.705 -1.890 -1.885
H 7.010 1.418 -7.074
H 5.051 0.770 -8.465
H 3.260 -0.643 -7.582
H 3.341 -1.479 -5.206
*
```

Results
- E_HOMO (spin up / spin down): 0.71 / -2.68 eV
- E: -63996.6048 eV
- Largest force on an atom: 0.0092 Eh/bohr
- Energy above the lowest of the compared OMol25 structures with the same formula, charge and spin: 0.0 kcal/mol
- Expectation value of S²: 2.052
- Orbital gap (spin up / spin down): 3.61 / 6.28 eV

What are the natural (NBO) partial charges on each atom? They are as follows, in elementary charge units:
1. Pd 0.82
2. O -0.67
3. C 0.74
4. N -0.79
5. C -0.64
6. C 0.28
7. C -0.62
8. C -0.66
9. O -0.85
10. P 2.55
11. O -1.16
12. O -1.12
13. O -0.84
14. C 0.28
15. C -0.63
16. C -0.62
17. C -0.66
18. H 0.20
19. H 0.24
20. H 0.20
21. H 0.22
22. H 0.20
23. H 0.22
24. H 0.21
25. H 0.23
26. H 0.23
27. H 0.20
28. H 0.24
29. H 0.19
30. H 0.21
31. H 0.19
32. H 0.23
33. H 0.23
34. H 0.25
35. H 0.19
36. S -0.32
37. C -0.67
38. C 0.36
39. N -0.50
40. C -0.09
41. C -0.11
42. N -0.36
43. C -0.03
44. N -0.29
45. N -0.21
46. N -0.34
47. C 0.05
48. C -0.34
49. C -0.24
50. C -0.29
51. C -0.39
52. C 0.18
53. H 0.27
54. H 0.21
55. H 0.22
56. H 0.21
57. H 0.23
58. H 0.20
59. H 0.21
60. H 0.19
61. H 0.18
62. H 0.18
63. H 0.19


> Which value of largest force on an atom does entry 1 give?

0.0551 Eh/bohr